Below is a molecular structure, C22H39Cl2N4O4Ti, with properties calculated with ωB97M-V/def2-TZVPD.

Its net charge is -1. The relative energy (zero: lowest compared OMol25 entry of this formula, charge and spin) is 0.516 eV. For the total energy, the calculation gives -3151.54698 a.u. The expectation value of S² is 2.0327. As for the spin multiplicity: 3.

```
72
C22H39Cl2N4O4Ti | the Open Molecules 2025 dataset | ωB97M-V/def2-TZVPD
O 0.1275 1.3498 -2.6255
C -0.7060 1.4870 -3.5600
C -0.2992 1.9024 -4.9444
C 0.8641 2.6809 -5.1696
H 1.4870 2.9455 -4.3289
C 1.1916 3.1602 -6.4570
H 2.0899 3.7691 -6.6111
C 0.3522 2.8625 -7.5530
H 0.5890 3.2456 -8.5494
C -0.8228 2.0962 -7.3384
H -1.4721 1.8713 -8.1942
C -1.1450 1.6511 -6.0519
H -2.1044 1.1246 -5.8759
H -1.7605 1.2149 -3.3884
C -2.3597 2.4272 -1.4686
C -2.0315 1.0700 -0.9931
H -2.8349 3.0470 -0.6851
H -3.0125 2.3699 -2.3722
H -1.4189 2.9274 -1.7484
C -2.5476 0.2703 -0.0418
C -3.4175 0.7835 1.1131
H -2.5007 -0.8297 -0.1064
H -4.1247 1.5654 0.7568
H -2.7504 1.2649 1.8652
H -4.0231 -0.0117 1.6149
Ti -0.1231 0.2978 -0.7894
Cl 0.9743 2.3065 -0.2563
Cl -1.0369 -1.1944 -2.4803
H 4.0971 0.3533 -3.4058
H 5.6183 0.6768 -1.9645
C 3.2515 0.0390 -2.7953
C 4.9504 0.7390 -1.0912
N 3.7017 0.0452 -1.3944
H 2.9547 -0.9790 -3.0837
C 2.8992 -0.4239 -0.4517
O 1.6744 -0.6325 -0.7044
H 5.4428 0.2663 -0.2121
H 3.3459 -0.6218 0.5544
H 2.3993 0.7147 -2.9344
H 4.7836 1.8109 -0.8630
H -1.7863 -4.5296 1.6710
H -0.2999 -6.1465 -0.8176
C -2.1843 -4.2854 0.6584
C -0.9485 -5.3718 -1.2517
N -1.1177 -4.2379 -0.3470
H -2.7268 -3.3163 0.7071
C -0.3085 -3.1440 -0.4206
O -0.6036 -2.0356 0.0777
H -0.5048 -5.0208 -2.1919
H 0.6389 -3.3189 -0.9802
H -2.8884 -5.0883 0.3756
H -1.9334 -5.8258 -1.4530
C 0.0663 -2.3240 3.0650
N -0.0053 -0.9774 3.5957
C -0.6465 -0.8760 4.8962
C 0.1114 0.1130 2.7604
O -0.0768 0.0728 1.5125
N 0.4830 1.2775 3.3676
C 0.9694 1.3378 4.7245
C 0.2931 2.5458 2.6904
H 0.2271 -3.0191 3.9078
H 0.9090 -2.4141 2.3670
H -0.8596 -2.6115 2.5415
H 0.0691 -0.9505 5.7336
H -1.2156 0.0599 5.0188
H -1.3649 -1.7006 5.0339
H 1.5476 0.4419 5.0026
H 1.6269 2.2137 4.8114
H 0.1396 1.4666 5.4384
H 1.0369 2.6886 1.8794
H -0.7072 2.6069 2.2343
H 0.4116 3.3609 3.4229
```